(1)
86
Properties=species:S:1:pos:R:3:forces:R:3 method="wB97M-V/def2-TZVPD" total_charge=0 orbital_gap_ev=7.3 smiles="C#CCC1=C(S(=O)(=O)C(F)(F)F)C(=O)C(CCC(=O)O)=C(C[C@@H](O)CN)C1=O.O=C1C=C(O)C(=O)C=C1O.O=C1C=C(O)C(=O)C=C1O.O=C1C=C(O)C(=O)C=C1O" e_lumo_ev=-1.7186 homo_ev=-9.1
C -2.1722 -0.9862 1.7194 -0.3895 0.2286 0.4542
C -2.4529 0.1336 1.3963 0.0118 -0.1333 -0.3783
C -2.8160 1.4632 0.8743 0.4126 -0.6996 0.1225
C -2.6531 1.5061 -0.6268 -0.1302 -0.1085 0.4386
C -3.5565 1.9701 -1.4908 0.3301 0.0142 0.0597
S -5.1339 2.6075 -0.9229 -1.6938 -0.5000 -1.1386
O -5.8626 1.5825 -0.2345 0.8738 -0.0250 0.7495
O -5.8497 3.2405 -1.9822 0.6709 0.4098 -0.0357
C -4.7208 4.0096 0.2604 -0.2036 0.2728 -0.0573
F -4.9057 3.6598 1.5308 0.2836 0.0290 -0.2008
F -3.4599 4.4043 0.0524 -0.1657 -0.0185 0.3004
F -5.5408 5.0221 -0.0079 0.2313 -0.3701 -0.0742
C -3.2468 1.9529 -2.9675 -0.2349 0.1853 -0.5654
O -3.8621 2.6326 -3.7507 -0.0396 0.0348 0.0995
C -2.1373 1.0734 -3.4655 -0.1597 -0.0231 0.7736
C -2.1281 0.7598 -4.9308 -0.1670 0.0068 -0.2013
C -2.4586 -0.7248 -5.2728 -0.7577 0.1946 0.0719
C -3.0250 -1.4948 -4.1028 0.9974 -0.4873 0.2014
O -2.3746 -2.3189 -3.5050 -0.3005 0.0008 0.0121
O -4.2800 -1.1884 -3.7534 -0.2065 0.3364 -0.2838
C -1.2244 0.6410 -2.5887 0.1803 -0.4736 -0.2027
C -0.0357 -0.2175 -2.9500 -0.0399 0.6350 -0.0687
C 1.2767 0.6305 -3.0834 -0.5463 0.1821 0.8312
O 0.9746 2.0256 -3.0722 0.2329 0.0964 -0.2763
C 2.3258 0.3281 -2.0049 1.0620 -0.4199 -0.6742
N 2.2674 -1.0319 -1.4883 -1.0317 0.6383 0.4915
C -1.3307 1.0052 -1.1527 -0.0160 0.1421 -0.5394
O -0.3727 0.9286 -0.4225 0.0000 0.1708 0.2152
H -2.0532 -1.9377 2.1807 0.2003 -0.0608 -0.2190
H -2.1381 2.1869 1.3341 -0.1809 0.1874 -0.0485
H -3.8480 1.6323 1.1706 0.0777 0.2500 0.0003
H -2.8737 1.3821 -5.4198 0.0718 0.1293 0.1118
H -1.1618 1.0313 -5.3568 0.0284 -0.0701 0.0283
H -1.5956 -1.2787 -5.6255 0.0618 0.0099 0.0530
H -3.2235 -0.7256 -6.0521 0.1484 -0.0297 -0.0921
H -4.5211 -1.7567 -3.0065 0.0646 0.0053 0.0518
H -0.2172 -0.6950 -3.9076 -0.1289 -0.1563 0.0644
H 0.0447 -0.9807 -2.1779 0.2196 -0.0533 -0.0871
H 1.7090 0.4606 -4.0690 -0.0306 -0.1621 0.0082
H 1.0223 2.3409 -2.1639 -0.0337 -0.0690 0.0439
H 3.3076 0.4841 -2.4826 -0.1134 0.2810 -0.0097
H 2.2944 1.0606 -1.1949 -0.4184 -0.1760 0.1328
H 3.0685 -1.2237 -0.9164 0.1767 -0.2068 -0.1859
H 2.1604 -1.7190 -2.2160 0.4266 -0.0990 -0.0596
O 6.2314 -7.7649 -1.2888 0.0212 -0.0557 -0.2064
C 5.7935 -6.6404 -1.4462 -0.0029 0.1500 0.4156
C 5.5840 -5.6958 -0.3617 0.2058 -0.1933 0.0038
C 5.0834 -4.4836 -0.6262 0.0622 -0.0576 0.3165
O 4.8719 -3.5715 0.3242 -0.0223 0.0016 -0.2318
C 4.7208 -4.0590 -2.0220 -0.0249 -0.1238 -0.4915
O 4.2510 -2.9447 -2.1901 0.2417 -0.1927 0.3038
C 4.9509 -4.9964 -3.1081 -0.0759 0.1773 0.0223
C 5.4555 -6.2090 -2.8464 -0.0742 0.0514 -0.3680
O 5.6920 -7.1133 -3.7908 0.0318 -0.0132 0.2411
H 5.8415 -6.0091 0.6437 -0.1030 0.0823 -0.2909
H 4.5079 -2.7916 -0.1302 -0.0152 0.0293 -0.0120
H 4.7023 -4.6762 -4.1100 0.0009 -0.0222 -0.0060
H 6.0503 -7.8963 -3.3299 0.0027 -0.0288 0.0082
O -4.1001 9.6125 4.4567 0.1673 -0.0462 -0.1286
C -4.9763 8.9855 3.8909 -0.3522 0.1200 0.2521
C -6.3718 8.9980 4.2977 0.1619 0.0774 0.0573
C -7.2672 8.2631 3.6250 -0.1281 0.2029 0.2864
O -8.5579 8.2279 3.9404 0.1173 -0.1200 -0.1739
C -6.8739 7.4118 2.4492 0.3508 -0.1090 -0.2512
O -7.7435 6.7602 1.9032 -0.1705 0.0629 0.1181
C -5.4817 7.4170 2.0292 -0.1443 0.0294 0.0712
C -4.5879 8.1539 2.7003 0.1101 -0.1774 -0.2625
O -3.2997 8.2059 2.3710 -0.1158 0.1024 0.1811
H -6.6436 9.6113 5.1451 -0.0219 -0.0123 0.0012
H -8.9750 7.6208 3.2989 -0.0154 -0.0219 -0.0121
H -5.2119 6.8204 1.1764 0.0416 0.0260 -0.0609
H -2.8818 8.8065 3.0176 0.0157 0.0132 0.0199
O 5.2390 -6.2399 2.5594 0.1103 -0.2294 0.2879
C 5.6056 -5.7695 3.6234 -0.2890 0.3466 0.0375
C 5.0138 -4.5895 4.2234 -0.0485 -0.0927 -0.1597
C 5.4891 -4.1286 5.3883 -0.2830 0.1872 -0.1460
O 4.9963 -3.0555 5.9955 0.1893 -0.1433 0.0686
C 6.6309 -4.7996 6.1017 0.2835 -0.3537 -0.0222
O 7.0152 -4.3086 7.1457 -0.1459 0.1618 0.0190
C 7.2080 -5.9953 5.5087 0.0301 0.1078 0.1535
C 6.7304 -6.4570 4.3462 0.2701 -0.2096 0.1289
O 7.2102 -7.5451 3.7502 -0.1834 0.1763 -0.0740
H 4.1966 -4.1143 3.6993 0.0131 0.0221 0.0039
H 5.5205 -2.9424 6.8119 0.0137 0.0149 0.0213
H 8.0172 -6.4793 6.0368 0.0048 -0.0133 -0.0208
H 6.6938 -7.6599 2.9301 -0.0033 -0.0257 -0.0177

---

(2)
73
Properties=species:S:1:pos:R:3:forces:R:3 method="wB97M-V/def2-TZVPD" total_charge=0 orbital_gap_ev="5.8 / 5.8" e_lumo_ev="-1.5873 / -1.5777" homo_ev="-7.4 / -7.4"
V 11.9827 11.1873 15.4202 -1.9086 -0.4455 -0.3118
S 12.8635 11.5503 17.9652 -0.4152 0.5305 -0.3957
C 12.0549 10.0799 18.0014 -0.4781 -0.4448 0.4875
S 10.8462 9.7156 16.8111 0.4459 0.8030 -1.5485
C 12.1723 9.0970 18.9936 -0.5117 0.7797 -0.6646
C 12.0608 9.4229 20.3363 0.5956 2.0828 5.1271
N 11.9673 9.7929 21.4650 0.1971 -1.3819 -3.7730
C 12.0385 7.7608 18.6458 0.5476 -4.3997 -0.9728
N 12.1547 6.6159 18.3822 -0.6179 2.7336 0.5618
C 11.2798 10.7819 13.7384 0.0939 0.2023 -0.0923
Ge 11.0336 9.3869 12.1945 1.0801 -0.9842 0.3853
C 11.8466 7.6875 12.8651 -0.1866 -0.0438 1.1856
C 11.2294 7.1992 14.0322 0.1353 -0.8174 -0.2445
C 11.6819 6.0486 14.7415 -0.8055 1.3631 0.9158
C 12.8412 5.4113 14.3455 -0.7872 1.6283 -1.6990
C 13.4224 5.8893 13.1636 1.3185 -0.6013 -0.4084
C 12.9998 6.9973 12.4600 -1.1496 1.0177 0.1347
C 12.0418 10.3165 10.7464 0.8812 0.6598 1.0590
C 11.3522 11.1384 9.8442 0.4377 -0.8709 -0.7007
C 12.0282 11.7262 8.7622 -0.9053 0.3590 0.0849
C 13.3907 11.5119 8.5659 -0.0933 0.0447 0.3180
C 14.1197 10.8374 9.5482 -0.2632 -0.7950 0.4356
C 13.4685 10.3220 10.7021 -0.3162 0.3614 -1.4731
C 9.2219 8.8622 11.5617 0.2224 -0.2455 -0.3394
C 8.2259 9.8138 11.5463 -1.0278 0.1778 0.5446
C 6.9137 9.4707 11.2568 -2.2105 -1.4765 -0.3667
C 6.5825 8.1339 10.8687 1.8133 0.2919 0.6772
C 7.6043 7.1465 10.7833 -0.9145 1.7327 -0.4093
C 8.8834 7.5626 11.1006 1.3249 -0.4606 0.0858
H 10.9715 11.6396 13.0841 0.2930 0.0066 0.7809
H 10.3547 7.7199 14.4032 -0.0890 -0.0860 0.1778
H 11.1576 5.8143 15.7013 0.5953 0.0226 -0.9986
H 13.3053 4.6341 14.8713 0.3197 -1.0862 0.7089
H 14.2984 5.3869 12.7406 -0.1216 0.0375 0.4083
H 13.5282 7.4389 11.6316 0.4126 -0.5161 -0.3403
H 10.2597 11.1747 9.8671 0.3144 0.1443 0.0848
H 11.3989 12.3359 8.0803 0.7924 -0.4813 0.2827
H 13.8854 11.8842 7.6718 -0.0974 -0.0584 0.1657
H 15.1774 10.5542 9.3758 -0.6526 0.6560 0.2773
H 14.1362 9.9383 11.4719 -0.5514 -0.4210 0.0123
H 8.3760 10.8255 11.8838 0.3522 0.2739 0.0901
H 6.0357 10.1623 11.4240 1.3729 -0.5614 -0.4011
H 5.5880 7.7932 10.6930 -0.7269 0.2949 -0.1301
H 7.3892 6.1431 10.3793 0.2135 0.6112 0.4667
H 9.6628 6.8131 10.9340 0.0519 0.3240 0.4608
Se 11.2244 13.5686 15.6086 0.4526 -1.4056 1.1168
C 10.8872 14.3973 13.9629 0.6857 0.7247 -0.7392
C 9.8787 13.9736 13.1421 -1.4836 -0.5744 -0.3237
C 9.5050 14.7491 12.0387 1.5216 0.0409 0.1954
C 10.2836 15.8618 11.6887 -0.4175 -0.5389 0.8349
C 11.3812 16.2617 12.4595 -0.4184 0.2012 -1.0107
C 11.6300 15.5310 13.5956 1.2306 0.4191 1.3196
H 9.3161 13.0584 13.4304 0.2985 0.8102 -0.3520
H 8.7152 14.4217 11.3981 -0.5022 0.0054 -0.2035
H 9.9506 16.4548 10.8804 -0.0617 0.4868 -0.9493
H 12.0121 17.1259 12.1239 -0.7206 -0.9250 0.6383
H 12.4290 15.9123 14.2650 -0.5070 -0.5496 -0.3745
C 16.2386 8.1079 15.6516 2.0498 -0.8926 -1.0719
N 15.7656 9.4557 15.6449 0.4478 2.2627 0.0095
C 16.7085 10.4946 15.7581 -1.7918 -1.7487 0.1882
C 16.3072 11.7866 15.6258 0.1625 -2.0741 0.0491
C 14.9309 12.0159 15.3052 0.6101 0.3217 0.0584
N 14.0309 11.0406 15.2497 0.9102 -0.6210 -0.5121
C 14.3871 9.7138 15.4811 1.4229 0.7252 0.4428
O 13.5565 8.8515 15.6034 -0.5302 -0.1295 -0.3939
N 14.4975 13.2555 15.0548 -0.3929 0.3488 0.5430
H 16.9742 7.8987 16.4676 -0.7173 0.4038 -0.4572
H 16.8032 7.9332 14.6603 -1.0129 -0.1138 1.4176
H 15.3987 7.4563 15.7632 -0.3829 -0.5122 -0.1128
H 17.6827 10.0453 16.0405 -0.4734 1.1050 -0.3379
H 17.0253 12.5208 15.8455 0.4057 1.2116 -0.0764
H 15.0119 14.0650 15.4045 -0.0631 -0.6027 -0.2660
H 13.4774 13.3100 15.1894 0.2963 0.6592 -0.2815

---

(3)
78
Properties=species:S:1:pos:R:3:forces:R:3 method="wB97M-V/def2-TZVPD" total_charge=0 orbital_gap_ev="4.6 / 4.5" e_lumo_ev="-1.3940 / -1.4868" homo_ev="-6.0 / -6.0" spin_multiplicity=2
Ti -0.3492 0.4458 0.4015 -0.0086 0.6701 -0.0260
S 1.8774 -6.4886 2.2966 -0.1054 0.3233 -0.0738
N 2.3899 -5.0418 2.8109 0.1133 -0.1450 0.1355
C 1.6729 -4.1275 2.1892 -0.2150 -0.3719 -0.2717
C 1.8071 -2.6999 2.3476 -0.4459 0.3938 -0.3062
C 2.7697 -2.1006 3.1393 0.0783 0.2563 -0.0008
C 2.8308 -0.7147 3.1675 0.0581 -0.4111 0.1329
C 1.8920 0.0147 2.4711 -0.2102 0.3011 0.1094
N 0.9130 -0.5283 1.7407 0.8018 -1.7587 0.6829
C 0.9059 -1.8854 1.6188 0.8579 0.4669 1.0614
C -0.0065 -2.4417 0.6739 -0.9184 -0.6842 -0.9322
N -0.7104 -1.5475 -0.0755 0.5592 -1.6372 0.3438
C -1.5347 -2.0364 -1.0079 -0.0850 0.3338 -0.2027
C -1.7246 -3.3847 -1.2326 0.1848 -0.3683 0.2363
C -1.0089 -4.3072 -0.4839 -0.2211 0.1128 -0.2662
C -0.1260 -3.8372 0.4738 0.0187 0.7153 0.1943
C 0.7153 -4.6844 1.2839 0.3571 -0.0422 0.3169
N 0.7358 -6.0019 1.2588 -0.0064 -0.2253 -0.0268
H 3.4637 -2.7173 3.6938 0.0112 0.0024 0.0181
H 3.5867 -0.2059 3.7474 -0.0189 0.0525 0.0023
H 1.9159 1.0950 2.5036 -0.1312 0.0034 -0.0250
H -2.0587 -1.3098 -1.6115 0.0432 0.0663 0.0612
H -2.4269 -3.7078 -1.9866 0.0136 0.0444 -0.0458
H -1.1176 -5.3702 -0.6491 0.0203 -0.0233 0.0566
C 4.3449 0.7407 -1.6692 -0.0928 0.0401 0.0627
N 3.8500 1.9017 -0.9526 0.0335 0.1531 -0.1505
C 4.8409 2.8685 -0.5008 -0.0410 -0.0789 0.1524
C 2.6230 1.7969 -0.3593 0.0662 -0.1788 -0.0310
N 1.9276 0.7232 -0.2994 -0.3254 0.0133 0.1001
N 2.1557 2.9766 0.2005 0.0982 0.0609 -0.1108
C 0.8988 3.2077 0.7195 -0.0183 -0.0351 0.4825
N 0.6261 4.5141 0.9395 0.0676 -0.0110 0.0742
N 0.1145 2.2608 1.1281 0.3203 1.2968 0.3178
H 5.2199 1.0334 -2.2427 0.0059 -0.0134 -0.0042
H 3.5853 0.3922 -2.3705 0.0262 -0.0371 0.0004
H 4.6257 -0.0756 -0.9925 0.0222 -0.0342 -0.0457
H 5.6806 2.8517 -1.1898 -0.0135 -0.0026 -0.0179
H 5.2075 2.6298 0.5032 0.0338 0.0589 -0.0173
H 4.4596 3.8879 -0.4941 0.0219 0.0078 -0.0379
H 2.3912 -0.0861 -0.6905 0.1332 0.0574 0.0207
H 2.5828 3.8027 -0.1798 0.0152 0.0112 -0.0382
H 1.0777 5.2098 0.3692 -0.0374 -0.0364 -0.0907
H -0.3462 4.7265 1.1284 -0.0620 0.0310 -0.1726
H -0.7401 2.6529 1.5185 -0.0294 0.0045 0.0254
I -0.7911 1.3006 4.2584 -0.1608 -0.0619 -0.2032
C -2.6876 0.5155 3.7315 0.3311 0.0324 0.0167
C -3.4876 0.3684 4.8327 0.1625 -0.0180 -0.0075
C -4.7893 -0.1290 4.7065 -0.1598 -0.0201 0.0355
C -5.2558 -0.4289 3.4660 -0.0771 0.0027 0.0624
C -4.4667 -0.2189 2.3133 0.3119 0.1044 0.0911
C -5.0853 -0.3971 1.0614 -0.1122 -0.0635 -0.1157
C -4.4359 -0.0301 -0.0714 -0.0430 -0.0852 -0.1615
C -3.0939 0.3776 -0.0077 0.0841 0.1341 0.4460
C -2.3457 0.4430 1.1658 -0.6691 -0.0908 0.6560
C -3.1002 0.2397 2.3906 -0.2886 -0.0969 -0.2379
H -3.1177 0.6414 5.8107 0.0260 -0.0099 -0.0099
H -5.4111 -0.2288 5.5859 -0.0105 -0.0662 -0.0021
H -6.2693 -0.7867 3.3302 -0.0077 0.0038 -0.0137
H -6.0978 -0.7810 1.0321 -0.0416 0.0841 0.0067
H -4.9355 -0.0671 -1.0314 -0.0027 0.0187 -0.0255
H -2.6477 0.6663 -0.9488 0.0230 0.0110 0.0129
Se -2.1910 3.6748 -0.5715 0.4002 0.2528 0.4783
C -3.4241 3.8315 -1.8604 -0.6259 0.1632 -0.5240
N -4.2068 3.9084 -2.7144 0.0527 -0.0656 0.0410
O 0.6781 2.5313 -2.1667 -0.1082 -0.0968 -0.1722
C 0.1528 1.4467 -2.2954 0.1871 0.3899 -0.4489
O -0.5294 0.8396 -1.3582 -0.1772 0.1361 -1.7075
C 0.3041 0.6572 -3.5630 -0.0831 -0.1438 0.1113
C 0.0917 1.2454 -4.8022 0.0172 0.0949 0.0410
C 0.2945 0.5094 -5.9594 0.0048 -0.0039 -0.0147
C 0.7336 -0.8052 -5.8834 0.0347 -0.0021 -0.0146
C 0.9412 -1.3967 -4.6453 0.0457 -0.0596 0.0062
C 0.7108 -0.6725 -3.4861 -0.0374 0.0716 -0.0187
H -0.2455 2.2729 -4.8466 0.0312 0.0151 0.0030
H 0.1136 0.9635 -6.9246 0.0007 0.0113 -0.0019
H 0.9217 -1.3678 -6.7886 -0.0472 -0.0113 -0.0091
H 1.2811 -2.4230 -4.5829 -0.0050 -0.0077 -0.0107
H 0.8538 -1.1322 -2.5141 -0.0315 -0.0054 -0.0029